108
Properties=species:S:1:pos:R:3:forces:R:3 method="wB97M-V/def2-TZVPD" spin_multiplicity=1 charge=+1 e_homo_ev=-12.656
N -4.824 -1.596 0.909 1.359 -1.548 0.549
B -3.810 -2.254 1.826 -0.446 2.634 1.924
O -3.485 -1.533 3.105 1.137 -1.456 -3.373
N -3.068 -3.553 1.585 -2.063 -1.211 1.851
C -3.538 -4.794 2.311 0.593 2.558 -3.411
N -3.607 -5.025 3.662 0.051 -0.328 -2.155
N -3.850 -5.728 1.124 2.895 0.351 2.573
Br -5.584 -5.393 0.496 0.257 0.242 0.222
C -2.695 -5.433 0.143 -0.740 -0.658 0.918
C -2.442 -3.782 0.228 0.226 -2.291 0.188
C -0.871 -3.288 0.520 0.242 -0.519 0.025
C 0.238 -4.356 -0.103 4.643 0.064 3.278
O 1.446 -4.499 0.475 -7.886 0.806 -3.906
H -4.475 -1.462 -0.064 -0.814 -0.370 0.993
H -5.766 -2.042 0.948 1.089 0.597 -0.391
H -2.504 -1.307 2.983 -1.753 -0.573 0.781
H -3.877 -4.317 4.388 0.897 -0.544 -1.261
H -3.289 -5.974 3.999 -1.187 1.276 -0.679
H -3.125 -5.842 -0.868 1.586 0.846 2.209
H -1.828 -6.067 0.666 -1.607 1.405 -1.664
H -2.962 -3.377 -0.741 0.826 -0.090 2.289
H -0.756 -3.210 1.706 0.006 -0.403 -2.743
H -0.669 -2.212 0.104 -0.398 -2.101 0.532
H -0.139 -4.989 -1.031 1.098 1.143 1.723
C -2.923 1.288 5.063 0.332 0.119 0.161
C -3.698 2.057 4.009 -0.140 -0.797 0.037
O -3.442 3.465 4.121 1.435 1.205 -0.811
C -2.283 3.915 3.542 -0.149 -3.080 -0.538
O -1.482 3.190 2.959 -1.619 2.004 1.257
C -2.163 5.433 3.689 0.175 2.722 0.476
F -2.463 5.865 4.948 0.214 -0.852 -1.041
F -3.006 6.098 2.848 0.600 -1.048 0.533
F -0.911 5.897 3.418 -1.431 -0.779 0.601
H -3.145 1.676 6.063 -0.088 -0.100 -0.153
H -3.177 0.225 5.031 -0.067 0.164 -0.018
H -1.844 1.392 4.915 -0.131 -0.041 -0.068
H -4.772 1.916 4.169 0.203 0.384 -0.023
H -3.473 1.698 2.998 0.098 0.248 0.169
C -0.075 -5.900 -6.268 0.033 0.330 0.232
C -1.464 -6.509 -6.327 0.664 -0.233 -0.871
O -2.191 -6.226 -5.122 -1.408 1.655 0.912
C -2.778 -4.989 -5.049 1.654 -0.123 -3.252
O -2.706 -4.143 -5.935 -0.593 -1.678 2.658
C -3.559 -4.842 -3.742 -1.657 0.457 1.167
F -2.861 -5.288 -2.658 -0.021 0.286 -1.102
F -4.725 -5.550 -3.760 1.215 0.519 -0.234
F -3.901 -3.552 -3.467 0.596 -1.140 -0.490
H 0.455 -6.236 -5.371 -0.045 -0.127 -0.176
H 0.508 -6.180 -7.150 -0.119 0.002 0.127
H -0.124 -4.808 -6.217 -0.030 -0.141 -0.153
H -1.382 -7.598 -6.401 -0.234 0.215 0.332
H -2.019 -6.167 -7.208 -0.001 0.114 0.340
C 4.130 -8.174 0.641 -0.029 -0.375 -0.089
C 3.936 -7.137 -0.450 -0.138 0.271 0.827
O 4.265 -7.688 -1.735 -1.133 -1.077 -1.483
C 3.291 -8.445 -2.334 -1.085 1.044 2.744
O 2.192 -8.667 -1.834 2.283 0.252 -1.574
C 3.753 -8.922 -3.711 0.914 -1.149 -2.309
F 5.028 -9.408 -3.700 -1.189 0.554 0.437
F 3.737 -7.918 -4.634 -0.196 -0.472 1.092
F 2.974 -9.918 -4.219 0.450 1.079 0.952
H 5.145 -8.582 0.608 -0.090 0.187 0.051
H 3.956 -7.735 1.627 0.039 0.005 -0.146
H 3.444 -9.017 0.511 0.004 0.183 0.041
H 4.617 -6.297 -0.281 -0.026 -0.230 -0.372
H 2.918 -6.732 -0.448 0.162 -0.210 -0.158
C 0.884 4.720 1.680 0.148 -0.307 -0.321
C 2.268 5.330 1.551 -0.820 0.628 0.095
O 3.273 4.305 1.536 0.999 -1.314 -1.692
C 3.478 3.680 0.332 -2.229 2.289 -0.169
O 2.857 3.946 -0.693 1.648 -1.015 2.045
C 4.606 2.653 0.446 1.929 -1.763 0.190
F 4.501 1.878 1.564 -0.299 0.856 -0.864
F 5.833 3.245 0.508 -1.318 -0.096 -0.103
F 4.650 1.792 -0.608 -0.475 1.086 0.783
H 0.832 4.069 2.559 0.013 0.265 -0.102
H 0.124 5.501 1.771 0.470 -0.277 -0.255
H 0.643 4.100 0.811 0.046 0.130 0.032
H 2.472 5.962 2.421 0.226 -0.436 -0.214
H 2.348 5.969 0.663 0.112 -0.295 0.066
C -0.131 10.801 5.027 -0.067 -0.355 -0.128
C 1.252 11.411 4.897 -0.678 0.577 0.061
O 2.257 10.386 4.882 0.913 -1.172 -1.501
C 2.463 9.761 3.679 -2.307 2.237 -0.545
O 1.842 10.028 2.654 1.751 -1.064 2.125
C 3.590 8.734 3.793 1.907 -1.652 0.291
F 3.486 7.959 4.911 -0.290 0.840 -0.889
F 4.818 9.326 3.854 -1.311 -0.112 -0.111
F 3.635 7.873 2.738 -0.392 1.134 0.779
H -0.184 10.150 5.905 0.026 0.208 -0.020
H -0.891 11.582 5.117 0.139 -0.067 0.000
H -0.372 10.182 4.157 0.028 0.195 0.042
H 1.456 12.043 5.768 0.259 -0.340 -0.124
H 1.332 12.050 4.010 0.077 -0.328 0.052
C 2.813 3.401 -3.835 0.204 -0.126 -0.337
C 1.359 3.215 -3.445 0.685 0.049 0.700
O 0.503 3.405 -4.582 -0.823 -1.337 -1.565
C 0.373 2.330 -5.424 1.957 -0.850 2.362
O 0.942 1.256 -5.256 -1.588 2.231 -0.826
C -0.603 2.651 -6.557 -1.402 0.572 -2.171
F -0.384 3.879 -7.110 0.121 -1.064 0.791
F -1.899 2.652 -6.132 1.152 -0.133 0.133
F -0.540 1.758 -7.583 0.278 0.625 1.339
H 2.962 4.373 -4.315 -0.072 -0.055 0.182
H 3.461 3.335 -2.957 -0.215 0.027 -0.147
H 3.129 2.640 -4.556 -0.081 0.021 0.150
H 1.079 3.974 -2.707 -0.164 -0.072 -0.377
H 1.184 2.237 -2.983 -0.022 0.090 -0.311

80
Properties=species:S:1:pos:R:3:forces:R:3 method="wB97M-V/def2-TZVPD" spin_multiplicity=1 charge=-2 relative_energy_kj_mol=4.7 e_homo_ev=-1.318
Y 1.061 -0.470 -0.684 -0.174 0.706 0.712
O 1.798 1.240 3.504 0.199 0.240 0.405
C 1.840 0.130 4.254 0.136 -0.219 0.149
C 1.971 0.238 5.642 0.000 -0.036 -0.012
C 2.054 -0.902 6.430 -0.011 -0.013 -0.063
C 2.017 -2.165 5.846 -0.014 0.104 -0.124
C 1.882 -2.264 4.463 -0.033 0.019 0.061
C 1.779 -1.140 3.653 0.028 0.026 -0.037
C 1.536 -1.302 2.153 -0.357 0.352 0.270
O 1.706 -0.106 1.425 -0.180 -0.142 0.251
N 0.189 -1.855 2.046 0.057 -0.187 0.202
N -0.309 -1.788 0.684 -0.455 0.168 0.320
C -1.656 -1.992 0.746 0.272 -0.109 -0.428
C -2.572 -2.200 -0.194 -0.046 -0.301 0.196
Br -1.035 -0.193 -2.499 -0.364 -0.149 -0.110
C -3.524 -2.835 -0.842 0.009 -0.046 -0.175
C -3.747 -4.306 -0.792 -0.037 0.177 0.001
C -2.835 -5.177 -0.189 0.014 -0.061 0.032
C -3.093 -6.538 -0.110 -0.044 0.065 -0.038
C -4.269 -7.074 -0.634 0.057 0.105 0.005
C -5.177 -6.223 -1.251 0.089 0.120 0.025
C -4.912 -4.858 -1.331 -0.011 -0.060 -0.025
H 1.879 0.879 2.561 -0.322 -0.016 -0.464
H 2.016 1.231 6.078 -0.006 -0.067 -0.033
H 2.155 -0.802 7.506 -0.005 -0.001 -0.042
H 2.086 -3.058 6.457 0.004 0.028 -0.025
H 1.833 -3.238 3.985 0.003 0.058 0.028
H 2.206 -2.062 1.765 0.305 -0.195 -0.182
H -0.421 -1.289 2.636 -0.056 0.244 0.014
H -2.103 -1.903 1.740 -0.066 -0.005 0.180
H -4.215 -2.288 -1.489 0.013 -0.071 0.043
H -1.916 -4.763 0.214 -0.039 -0.022 -0.004
H -2.367 -7.190 0.362 -0.003 0.012 -0.009
H -4.466 -8.138 -0.569 0.010 0.039 -0.001
H -6.095 -6.621 -1.669 0.006 0.014 -0.011
H -5.623 -4.197 -1.819 0.020 -0.042 0.040
C 2.907 0.184 -5.174 -0.024 -0.022 0.066
C 2.568 -0.369 -3.796 0.087 -0.032 -0.065
S 2.564 0.819 -2.509 0.230 0.263 -0.613
C 2.324 -1.689 -3.668 0.012 -0.158 -0.122
C 2.359 -2.654 -4.837 -0.060 0.035 0.156
S 1.939 -2.500 -2.115 0.488 -0.397 -0.940
H 3.136 1.244 -5.097 -0.003 0.025 0.015
H 2.062 0.064 -5.861 0.045 0.009 0.048
H 3.772 -0.325 -5.614 -0.039 0.034 0.038
H 2.866 -2.232 -5.707 -0.052 -0.034 0.073
H 1.346 -2.942 -5.148 0.075 0.028 0.053
H 2.881 -3.574 -4.551 -0.021 0.059 -0.004
Te 3.857 -2.055 -0.679 0.187 -0.421 0.009
C 0.409 5.244 -1.562 -0.033 0.042 -0.084
C 0.456 3.742 -1.848 -0.028 0.056 -0.057
C -0.467 3.369 -3.010 -0.060 0.055 -0.068
P 0.208 2.568 -0.443 0.039 -0.156 0.257
C -1.587 2.560 -0.013 -0.073 0.090 0.130
C -1.752 1.735 1.271 0.013 -0.010 0.024
C -2.368 3.876 0.062 -0.080 -0.047 0.002
C 1.088 3.302 1.010 0.146 0.144 -0.099
C 2.572 3.442 0.640 0.029 0.028 0.023
C 0.564 4.540 1.741 0.061 0.075 0.021
H 0.524 5.787 -2.508 -0.002 -0.008 0.056
H 1.214 5.566 -0.900 -0.046 -0.029 -0.029
H -0.540 5.554 -1.118 0.050 -0.019 -0.034
H 1.469 3.488 -2.170 0.092 -0.023 -0.034
H -1.498 3.691 -2.819 0.094 -0.048 -0.014
H -0.477 2.292 -3.188 0.038 0.091 0.006
H -0.125 3.868 -3.925 -0.041 -0.012 0.070
H -2.004 1.965 -0.827 -0.063 -0.087 -0.089
H -1.426 2.294 2.155 -0.020 -0.039 -0.055
H -1.173 0.805 1.236 -0.032 0.075 -0.036
H -2.800 1.455 1.408 0.025 0.044 0.003
H -1.940 4.584 0.775 -0.016 -0.047 -0.029
H -3.396 3.665 0.384 0.077 0.028 -0.033
H -2.427 4.371 -0.910 0.031 -0.039 0.056
H 1.027 2.489 1.724 -0.025 -0.196 0.157
H 2.751 4.316 0.004 -0.010 -0.075 0.051
H 2.943 2.561 0.106 -0.043 0.038 0.041
H 3.172 3.554 1.549 -0.035 0.017 -0.052
H 0.450 5.410 1.091 0.007 -0.052 0.053
H 1.273 4.806 2.536 -0.060 -0.021 -0.063
H -0.395 4.345 2.222 0.036 0.005 -0.039

78
Properties=species:S:1:pos:R:3:forces:R:3 method="wB97M-V/def2-TZVPD" spin_multiplicity=1 charge=+2 relative_energy_kj_mol=478.4 e_homo_ev=-12.590
Pb -0.218 1.219 1.476 -2.269 4.571 1.468
C 0.887 1.627 3.721 -0.480 0.814 -0.681
C 1.950 1.773 2.749 -0.473 0.946 -0.284
C 0.307 3.389 2.268 1.666 -0.090 -0.676
C -0.147 2.609 3.416 1.084 -1.410 0.899
C 1.612 2.871 1.864 -0.420 -0.505 0.943
C 0.882 0.700 4.890 0.071 -0.014 0.097
H 1.459 -0.213 4.687 -0.098 0.258 0.168
H -0.135 0.416 5.196 0.318 0.128 -0.011
H 1.361 1.226 5.729 -0.148 -0.316 -0.036
C -1.407 2.797 4.152 -0.182 -0.170 0.179
H -1.660 1.965 4.813 0.290 0.060 0.071
H -2.239 2.918 3.452 0.451 -0.346 0.404
H -1.336 3.722 4.729 -0.180 -0.186 0.068
C -0.368 4.548 1.671 -0.119 -0.094 -0.322
H -0.168 5.411 2.312 -0.127 0.140 -0.149
H -1.448 4.391 1.658 0.668 0.091 -0.167
H -0.052 4.756 0.647 0.247 0.044 0.179
C 2.460 3.429 0.769 0.105 0.193 0.056
H 3.094 4.207 1.220 -0.013 -0.122 -0.377
H 1.866 3.892 -0.034 0.218 -0.104 0.286
H 3.121 2.674 0.323 -0.053 0.266 0.146
C 3.245 1.037 2.754 0.175 0.118 0.173
H 3.959 1.683 3.285 0.125 -0.367 -0.155
H 3.638 0.850 1.745 -0.011 0.110 0.288
H 3.178 0.081 3.288 0.105 0.294 -0.076
C -1.194 -0.777 1.442 0.921 -2.354 2.304
C -0.013 -1.027 2.236 -2.791 -1.397 -0.643
C 1.200 -1.709 1.721 0.621 0.286 0.315
C 1.644 -1.241 0.313 0.204 -0.650 -0.213
C 1.429 0.194 0.014 -0.953 1.153 -2.705
C 0.258 0.704 -0.668 3.305 -1.209 -0.691
C -0.870 -0.170 -1.063 -0.691 0.168 0.036
C -1.337 -1.192 0.029 -0.241 -0.487 -0.828
H 0.980 -2.790 1.721 0.080 0.211 -0.130
H 1.140 -1.835 -0.459 0.177 0.017 0.034
H 2.031 -1.565 2.434 -0.421 -0.100 -0.236
H -0.848 -2.149 -0.118 0.264 -0.123 0.006
H -2.086 -0.430 1.997 0.338 -0.311 -0.323
H -0.138 -0.940 3.322 0.091 0.189 -0.381
H -2.421 -1.345 -0.117 0.983 -0.236 0.047
H -1.726 0.471 -1.338 0.604 -0.383 0.049
H 0.322 1.714 -1.104 0.028 -0.400 0.249
H -0.570 -0.709 -1.966 0.119 -0.158 0.029
H 2.723 -1.433 0.200 -0.369 0.011 0.113
H 2.295 0.867 0.046 -0.519 -0.157 0.227
P 0.801 -4.018 -2.581 -0.282 -0.690 -0.492
C -0.819 -4.892 -2.379 0.004 0.065 0.190
C 1.943 -5.467 -2.418 0.085 0.188 0.327
P 1.779 -2.362 -4.992 -0.094 -0.311 -0.548
C 0.809 -3.862 -4.441 0.122 0.212 0.166
C 3.266 -3.228 -5.683 0.060 0.232 0.160
C 0.882 -2.015 -6.574 0.041 0.151 0.093
H -1.639 -4.194 -2.605 0.184 -0.224 0.033
H -0.924 -5.215 -1.333 -0.039 -0.006 -0.275
H -0.899 -5.769 -3.038 0.008 0.242 0.192
H 1.623 -6.313 -3.041 0.052 0.265 0.145
H 1.971 -5.783 -1.365 0.065 0.004 -0.309
H 2.957 -5.160 -2.712 -0.248 -0.136 0.088
H 0.825 -2.901 -7.220 0.014 0.192 0.133
H 1.398 -1.205 -7.110 -0.165 -0.238 0.095
H -0.135 -1.673 -6.337 0.252 -0.072 -0.121
H -0.236 -3.771 -4.786 0.416 -0.002 0.111
H 1.265 -4.760 -4.894 -0.402 0.235 0.175
H 3.894 -2.494 -6.207 -0.130 -0.237 0.138
H 2.989 -4.030 -6.382 0.035 0.201 0.164
H 3.856 -3.651 -4.858 -0.098 0.081 -0.245
Cl -3.024 4.950 3.047 0.264 -0.738 -0.611
C -3.561 3.702 1.799 -2.747 2.935 0.823
C -3.075 2.569 1.220 2.008 -1.597 0.139
C -3.877 1.839 0.390 -3.247 -0.167 -1.512
Cl -3.752 0.229 -0.427 0.164 1.216 1.061
C -5.218 2.268 0.043 1.106 1.112 1.255
Cl -6.297 1.457 -0.953 -0.303 -0.834 -0.738
C -5.709 3.450 0.597 1.989 -0.362 0.596
Cl -7.253 3.974 0.223 -0.835 0.393 -0.145
C -4.868 4.166 1.493 -1.009 -1.291 -1.379
Cl -5.634 5.540 2.104 0.030 0.805 0.542